Record 1
{
  "formula": "C33H65N6O10P",
  "method": "ωB97M-V with the def2-TZVPD basis set",
  "symbols": ["C", "C", "O", "C", "O", "C", "C", "C", "C", "C", "C", "C", "C", "C", "C", "O", "N", "O", "C", "O", "N", "P", "C", "C", "C", "O", "H", "H", "H", "H", "H", "H", "H", "H", "H", "H", "H", "H", "H", "H", "H", "H", "H", "H", "H", "H", "H", "C", "O", "C", "C", "C", "N", "H", "H", "H", "H", "H", "H", "H", "H", "H", "H", "H", "C", "O", "C", "C", "C", "N", "H", "H", "H", "H", "H", "H", "H", "H", "H", "H", "H", "C", "O", "C", "C", "C", "N", "H", "H", "H", "H", "H", "H", "H", "H", "H", "H", "H", "C", "O", "C", "C", "C", "N", "H", "H", "H", "H", "H", "H", "H", "H", "H", "H", "H"],
  "xyz": [[0.76288, 0.40347, 2.37857], [1.64592, -0.71373, 1.81857], [1.26299, -0.93558, 0.44698], [2.25186, -1.15408, -0.43184], [3.36874, -1.49143, -0.11603], [1.85093, -0.94936, -1.86382], [2.53746, 0.28866, -2.47866], [2.77699, 1.43201, -1.49441], [1.54992, 2.16886, -1.01025], [0.28018, 1.85527, -1.48242], [-0.80906, 2.52925, -0.96786], [-0.67436, 3.50755, -0.00209], [0.57918, 3.87172, 0.45934], [1.68548, 3.19945, -0.04864], [3.03973, 3.59384, 0.47871], [3.94877, 4.02509, -0.56509], [3.33105, 5.01394, -1.34918], [3.80325, 5.04623, -2.41302], [-2.03264, 3.99245, 0.36766], [-2.34418, 4.92309, 1.05430], [-2.97388, 3.12098, -0.28158], [-3.99438, 2.12238, 0.74738], [-3.11394, 0.52040, 0.87339], [-5.44043, 1.75816, -0.27988], [-2.25705, 2.37776, -1.27482], [-2.74819, 1.78266, -2.19300], [-0.15472, 0.45623, 1.79179], [1.26021, 1.36598, 2.24849], [0.54751, 0.24936, 3.43251], [2.69337, -0.43227, 1.86862], [1.47336, -1.63591, 2.37143], [2.19359, -1.84248, -2.39194], [0.76554, -0.94281, -1.94980], [1.93173, 0.65212, -3.30972], [3.49747, -0.02328, -2.88624], [3.42539, 2.17023, -1.97369], [3.34871, 1.07388, -0.63324], [0.10648, 1.10125, -2.23714], [0.69288, 4.64387, 1.20786], [2.93719, 4.40723, 1.19145], [3.55241, 2.74485, 0.92802], [-3.54760, -0.19045, 0.16424], [-3.23691, 0.09630, 1.86388], [-2.04937, 0.56793, 0.63244], [-5.91881, 0.88002, 0.15550], [-5.18075, 1.51923, -1.31380], [-6.10312, 2.62076, -0.28749], [0.15049, -6.50290, 0.57684], [1.12213, -5.51484, 0.85481], [2.45717, -5.86842, 0.54673], [2.85558, -5.65384, -0.91968], [2.31652, -6.72198, -1.86612], [2.45935, -4.33364, -1.41237], [0.54231, -7.50905, 0.75517], [-0.21593, -6.43693, -0.45091], [-0.69081, -6.33199, 1.24808], [3.07817, -5.21483, 1.16444], [2.65836, -6.90124, 0.86184], [3.94813, -5.70466, -0.95505], [1.25186, -6.58834, -2.06030], [2.83058, -6.66334, -2.82552], [2.46872, -7.72504, -1.46254], [2.90514, -3.62170, -0.83934], [1.46511, -4.22539, -1.22407], [0.39886, 9.04980, 3.27379], [1.50961, 8.46765, 3.93180], [1.19771, 7.50150, 4.91445], [0.95374, 6.09109, 4.36417], [-0.40594, 5.91681, 3.69690], [2.00596, 5.68724, 3.42294], [-0.45134, 9.16252, 3.95287], [0.08829, 8.46664, 2.40368], [0.70537, 10.03689, 2.92995], [2.07028, 7.46569, 5.57262], [0.34705, 7.83577, 5.52258], [0.99162, 5.41052, 5.22033], [-0.44091, 6.37948, 2.71072], [-0.62960, 4.85893, 3.55921], [-1.20365, 6.34927, 4.30257], [2.90493, 5.70488, 3.89714], [2.07778, 6.42778, 2.72732], [-8.07129, -2.78096, 4.37634], [-7.01504, -1.95093, 4.81925], [-5.71281, -2.39838, 4.50451], [-5.23048, -2.02438, 3.09703], [-5.83518, -2.88345, 1.99140], [-5.46794, -0.61308, 2.78112], [-7.79314, -3.83830, 4.42225], [-8.38390, -2.53470, 3.35855], [-8.91787, -2.61329, 5.04093], [-5.05622, -1.90964, 5.22928], [-5.63063, -3.48064, 4.67167], [-4.14749, -2.18854, 3.08460], [-6.87051, -2.60919, 1.78850], [-5.27681, -2.74805, 1.06506], [-5.80514, -3.94301, 2.25184], [-4.98250, -0.03168, 3.46004], [-6.45081, -0.41708, 2.95507], [1.37150, -3.54907, -5.31297], [2.34316, -2.54770, -5.08402], [3.67768, -2.91515, -5.37105], [4.08025, -2.76881, -6.84418], [3.54142, -3.87919, -7.73996], [3.68913, -1.47425, -7.40772], [1.76630, -4.54442, -5.08970], [0.99861, -3.52610, -6.34028], [0.53391, -3.34907, -4.64473], [4.29808, -2.23459, -4.78084], [3.87695, -3.93029, -5.00380], [5.17293, -2.82368, -6.87316], [2.47800, -3.75257, -7.94355], [4.05794, -3.86846, -8.69920], [3.69004, -4.86089, -7.28588], [4.13233, -0.72769, -6.88034], [2.69509, -1.34816, -7.23664]],
  "forces_ev_per_a": [[0.3, 0.1, -0.6], [-0.5, 0.1, 0.4], [0.2, 0.5, -0.2], [0.2, -0.3, -0.1], [0.0, 0.2, 0.2], [-0.2, -0.5, -0.2], [-0.2, 0.0, 0.4], [0.0, 0.3, -0.3], [0.0, 0.0, 0.2], [-0.2, 0.1, -0.2], [0.1, 0.2, 0.1], [0.2, 0.0, -0.1], [-0.2, 0.0, -0.2], [0.0, -0.1, 0.0], [0.1, 0.4, -0.2], [-0.1, -0.3, -0.2], [-0.2, -0.1, 0.2], [0.2, 0.2, -0.1], [-0.4, -0.2, 0.2], [0.2, -0.1, 0.1], [0.4, -0.7, -0.6], [-0.4, 1.0, 1.5], [0.1, -0.6, -1.0], [0.3, -0.2, -0.7], [0.2, 0.4, 0.0], [-0.1, -0.3, 0.1], [-0.1, -0.1, 0.3], [-0.1, 0.0, 0.1], [-0.1, 0.0, 0.0], [0.1, -0.3, -0.1], [0.2, -0.1, -0.1], [0.0, 0.1, -0.1], [0.0, 0.2, 0.1], [0.1, -0.1, -0.1], [0.0, 0.1, 0.0], [0.1, -0.1, 0.0], [0.0, 0.0, 0.0], [0.1, 0.0, 0.0], [0.1, 0.0, 0.1], [0.0, -0.1, 0.3], [0.1, 0.1, 0.1], [0.1, -0.1, 0.0], [0.0, 0.2, 0.1], [0.0, 0.2, 0.1], [-0.1, 0.1, 0.2], [0.1, 0.0, 0.0], [-0.1, -0.1, 0.1], [0.0, 0.1, 0.0], [0.0, -0.1, 0.0], [0.2, 0.1, 0.1], [-0.2, -0.1, -0.1], [0.1, -0.1, 0.0], [0.0, 0.0, 0.2], [0.0, 0.0, 0.0], [0.0, -0.1, 0.0], [0.0, 0.0, 0.0], [0.0, 0.0, 0.0], [0.0, 0.0, -0.1], [0.0, 0.0, 0.1], [0.0, 0.0, 0.0], [0.0, 0.0, 0.0], [0.0, 0.0, 0.0], [0.1, 0.0, -0.1], [0.0, 0.0, -0.1], [0.1, 0.0, 0.0], [-0.1, 0.0, 0.0], [0.1, 0.0, 0.2], [-0.1, 0.0, -0.1], [0.0, -0.1, 0.0], [0.1, 0.1, 0.0], [0.0, 0.0, 0.0], [-0.1, 0.0, 0.0], [0.0, 0.0, 0.0], [0.0, 0.0, 0.0], [0.0, 0.0, 0.0], [0.1, 0.0, 0.0], [0.0, 0.0, 0.0], [0.0, 0.0, 0.0], [0.0, 0.0, 0.0], [0.0, -0.1, 0.0], [0.0, 0.0, 0.0], [0.0, 0.1, 0.1], [0.0, -0.1, 0.0], [0.2, 0.0, 0.1], [-0.2, 0.0, -0.1], [0.1, -0.1, -0.1], [-0.1, 0.1, 0.2], [0.0, 0.0, 0.0], [0.0, -0.1, 0.0], [0.0, 0.0, 0.0], [0.0, 0.0, 0.0], [0.0, 0.0, -0.1], [0.0, 0.0, 0.1], [0.0, 0.0, 0.0], [0.0, 0.0, 0.0], [0.0, 0.0, 0.0], [0.0, 0.0, -0.1], [0.0, 0.0, -0.1], [-0.1, 0.1, 0.1], [-0.1, 0.0, 0.0], [0.2, 0.1, 0.1], [-0.2, 0.0, -0.1], [0.1, -0.1, 0.0], [0.0, 0.0, 0.2], [0.0, 0.0, 0.0], [0.0, -0.1, 0.0], [0.0, 0.0, 0.0], [0.0, 0.0, 0.0], [0.0, 0.0, -0.1], [0.0, 0.0, 0.1], [0.0, 0.0, 0.0], [0.0, 0.0, 0.0], [0.0, 0.0, 0.0], [0.1, 0.0, -0.1], [0.0, 0.0, -0.1]],
  "lowdin_charge": [-0.040, -0.187, 0.004, -0.525, 0.094, -0.090, -0.149, -0.126, -0.120, 0.068, -0.085, -0.070, 0.065, -0.155, -0.125, -0.109, -0.028, 0.077, -0.414, 0.115, -0.126, 0.924, -0.273, -0.287, -0.430, 0.126, 0.057, 0.065, 0.078, 0.116, 0.123, 0.100, 0.116, 0.117, 0.117, 0.117, 0.121, 0.121, 0.105, 0.100, 0.130, 0.046, 0.003, 0.020, 0.026, 0.035, 0.033, -0.109, -0.190, -0.204, -0.425, -0.068, 0.063, 0.090, 0.075, 0.086, 0.123, 0.119, 0.137, 0.063, 0.070, 0.078, 0.049, 0.078, -0.102, -0.189, -0.211, -0.425, -0.071, 0.039, 0.091, 0.077, 0.087, 0.121, 0.120, 0.135, 0.058, 0.074, 0.084, 0.077, 0.074, -0.106, -0.187, -0.210, -0.431, -0.064, 0.041, 0.090, 0.075, 0.087, 0.123, 0.120, 0.133, 0.066, 0.073, 0.079, 0.078, 0.079, -0.103, -0.205, -0.209, -0.434, -0.071, 0.039, 0.087, 0.075, 0.085, 0.119, 0.119, 0.135, 0.064, 0.075, 0.078, 0.070, 0.069],
  "smiles": "CCOC(=O)CCCc1cc2c(cc1CON=O)C(=O)N(P(C)C)C2=O.COC[C@@H](C)N.COC[C@@H](C)N.COC[C@@H](C)N.COC[C@@H](C)N",
  "e_lumo_ev": -0.23,
  "total_charge": 0,
  "homo_lumo_gap_ev": 8.196
}



Record 2
{
  "formula": "C3H4N2O2",
  "method": "ωB97M-V with the def2-TZVPD basis set",
  "symbols": ["N", "C", "C", "N", "H", "H", "H", "H", "O", "C", "O"],
  "xyz": [[1.50106, -0.25009, 1.53405], [0.63620, -0.75161, 0.61367], [0.01477, -1.48623, -0.22548], [-0.46668, -0.00602, -0.02869], [1.39174, 0.75329, 1.47641], [2.47889, -0.50329, 1.46337], [-0.20113, -2.32780, -0.85673], [-1.31410, -0.00089, 0.54204], [-0.89702, 1.26001, -2.46508], [-1.38554, 1.52712, -1.43650], [-2.02002, 1.94675, -0.54171]],
  "forces_ev_per_a": [[0.1, 0.2, -0.2], [-0.5, 0.4, -0.2], [0.0, 0.2, 0.2], [0.4, -1.2, 0.0], [0.2, 0.2, 0.4], [-0.2, -0.3, 0.0], [0.1, 0.2, 0.0], [0.2, -0.2, 0.4], [-0.2, 0.2, 0.7], [-0.4, 0.5, -0.4], [0.4, -0.1, -0.7]],
  "lowdin_charge": [0.131, -0.386, 0.050, 0.019, 0.101, 0.102, 0.085, 0.074, 0.164, -0.478, 0.139],
  "smiles": "NC1=CN1.O=C=O",
  "e_lumo_ev": 0.70,
  "total_charge": 0,
  "homo_lumo_gap_ev": 9.074,
  "relative_energy_ev": 4.007
}